This record from the Open Molecules 2025 dataset describes a single C14H21N3O2S2 molecule in a non-equilibrium geometry. The level of theory is the ωB97M-V functional and the def2-TZVPD basis.

The calculation puts the highest occupied orbital energy at -0.3097 Ha. The value obtained for the largest force on an atom is 1.2 eV/A. The calculation puts the energy relative to the best compared isomer or geometry (same formula, charge and spin) at 3.1 kcal per mole. The HOMO-LUMO gap comes out at 8.91 eV. As for the calculated total energy: -1657.19198 Eh. Its charge is 0. For the LUMO energy, the calculation gives 0.48 eV.

Each atom is followed by the atoms it is bonded to, with distances in Å.
Atoms and positions in Å:
1 C 2.235 2.924 -0.388  H2 1.086, H3 1.087, H4 1.087, C5 1.525
2 H 2.287 3.791 0.264  C1 1.086
3 H 1.964 3.250 -1.389  C1 1.087
4 H 3.217 2.458 -0.428  C1 1.087
5 C 1.187 1.948 0.134  C1 1.525, N6 1.443, H41 1.090, H42 1.100
6 N 1.451 1.561 1.499  C5 1.443, S7 1.656, C34 1.448
7 S 0.170 1.434 2.541  N6 1.656, O8 1.433, O9 1.433, C10 1.800
8 O -0.813 2.402 2.154  S7 1.433
9 O 0.683 1.469 3.879  S7 1.433
10 C -0.492 -0.214 2.247  S7 1.800, C11 1.379, C15 1.380
11 C -1.168 -0.438 1.066  C10 1.379, C12 1.393, H33 1.076
12 C -1.651 -1.714 0.784  C11 1.393, C13 1.399, N19 1.385
13 C -1.470 -2.726 1.734  C12 1.399, C14 1.381, H18 1.081
14 C -0.802 -2.477 2.917  C13 1.381, C15 1.387, H17 1.079
15 C -0.292 -1.213 3.178  C10 1.380, C14 1.387, H16 1.078
16 H 0.231 -0.981 4.091  C15 1.078
17 H -0.675 -3.271 3.636  C14 1.079
18 H -1.864 -3.712 1.534  C13 1.081
19 N -2.333 -2.029 -0.380  C12 1.385, C20 1.357, H32 1.012
20 C -2.350 -1.422 -1.593  N19 1.357, N21 1.264, S31 1.789
21 N -3.108 -1.830 -2.518  C20 1.264, C22 1.428
22 C -3.002 -1.110 -3.746  N21 1.428, H23 1.093, H24 1.096, C25 1.548
23 H -2.972 -1.827 -4.571  C22 1.093
24 H -3.903 -0.498 -3.864  C22 1.096
25 C -1.729 -0.229 -3.759  C22 1.548, C26 1.520, H30 1.091, S31 1.832
26 C -0.595 -0.850 -4.559  C25 1.520, H27 1.088, H28 1.088, H29 1.089
27 H 0.308 -0.250 -4.469  C26 1.088
28 H -0.871 -0.908 -5.611  C26 1.088
29 H -0.383 -1.854 -4.196  C26 1.089
30 H -1.941 0.778 -4.120  C25 1.091
31 S -1.244 -0.076 -1.999  C20 1.789, C25 1.832
32 H -2.879 -2.880 -0.360  N19 1.012
33 H -1.338 0.392 0.402  C11 1.076
34 C 2.553 0.664 1.778  N6 1.448, C35 1.524, H39 1.093, H40 1.097
35 C 3.586 1.331 2.678  C34 1.524, H36 1.086, H37 1.086, H38 1.087
36 H 3.105 1.626 3.606  C35 1.086
37 H 3.991 2.217 2.198  C35 1.086
38 H 4.397 0.641 2.896  C35 1.087
39 H 3.006 0.356 0.831  C34 1.093
40 H 2.164 -0.234 2.274  C34 1.097
41 H 0.212 2.436 0.149  C5 1.090
42 H 1.131 1.066 -0.521  C5 1.100